Molecular formula: C51H101Cl2N10O9
Method: DFT, the ωB97M-V functional and the def2-TZVPD basis

Last column: Löwdin charge in e.
Geometry (Å):
1 C 11.5834 -0.7549 -1.0295  -0.108
2 C 10.1649 -0.2339 -0.7818  -0.274
3 C 10.0150 1.2609 -1.0638  -0.230
4 C 8.5499 1.6762 -1.1985  -0.240
5 C 8.3392 3.1910 -1.2897  -0.194
6 C 6.9536 3.6757 -0.8063  -0.177
7 C 5.9986 4.1658 -1.9200  -0.162
8 C 4.6299 3.4398 -1.9482  -0.113
9 C 4.3651 2.6633 -3.2442  -0.423
10 C 4.5824 3.4653 -4.5254  0.012
11 C 5.0980 1.3155 -3.1859  -0.049
12 N 4.2328 0.4728 -2.3262  -0.019
13 C 4.3751 -0.9680 -2.6450  -0.639
14 Cl 2.8856 -1.6385 -3.3113  0.782
15 C 5.0469 -1.8535 -1.5514  -0.706
16 C 5.8714 -1.0505 -0.5659  -0.112
17 Cl 3.9161 -2.9238 -0.6846  0.673
18 C 3.0024 1.1217 -2.3045  -0.299
19 N 2.0407 0.9461 -1.4309  0.036
20 C 2.1054 0.0216 -0.2897  -0.107
21 C 0.8720 -0.8780 -0.1064  -0.163
22 C 0.1101 -1.2884 -1.3752  -0.211
23 C -1.4236 -1.1832 -1.2562  -0.195
24 C -2.0653 -0.8283 -2.6004  -0.197
25 C -2.2451 -2.0355 -3.5317  -0.159
26 C -1.6496 -1.8138 -4.9121  -0.234
27 O -0.2552 -2.0817 -4.8486  -0.211
28 C 0.4660 -1.6084 -5.9805  -0.113
29 C 0.8452 1.7720 -1.5501  -0.128
30 O 1.2063 3.0972 -1.2230  -0.040
31 C 0.3194 4.0586 -1.6923  -0.277
32 C -1.0365 3.9781 -1.4280  -0.005
33 C -1.8729 4.9651 -1.9262  -0.060
34 C -1.3583 6.0189 -2.6611  -0.074
35 C 0.0034 6.0887 -2.9127  -0.062
36 C 0.8483 5.1052 -2.4263  -0.014
37 N 2.9689 2.0899 -3.2541  0.198
38 H 11.8111 -1.5997 -0.3797  0.069
39 H 12.3297 0.0155 -0.8366  0.073
40 H 11.7076 -1.0983 -2.0557  0.071
41 H 9.4688 -0.7834 -1.4227  0.097
42 H 9.8827 -0.4316 0.2540  0.107
43 H 10.4457 1.8199 -0.2291  0.119
44 H 10.5658 1.5158 -1.9727  0.121
45 H 8.1474 1.1730 -2.0851  0.095
46 H 8.0246 1.2950 -0.3159  0.105
47 H 9.1151 3.6681 -0.6884  0.109
48 H 8.5117 3.5148 -2.3183  0.110
49 H 6.4888 2.8600 -0.2495  0.095
50 H 7.1149 4.4884 -0.0992  0.109
51 H 6.5087 4.0498 -2.8752  0.095
52 H 5.8064 5.2278 -1.7818  0.115
53 H 4.6204 2.7424 -1.1080  0.113
54 H 3.8096 4.1409 -1.7884  0.108
55 H 5.0744 4.4143 -4.3349  0.081
56 H 3.6303 3.6664 -5.0128  0.091
57 H 5.2104 2.9213 -5.2314  0.091
58 H 5.1449 0.8927 -4.1915  0.137
59 H 6.0799 1.4227 -2.7302  0.120
60 H 5.0732 -1.0002 -3.4798  0.102
61 H 5.7270 -2.5116 -2.0890  0.104
62 H 5.2646 -0.3952 0.0557  0.077
63 H 6.4540 -1.7222 0.0588  0.088
64 H 6.5757 -0.4203 -1.1162  0.060
65 H 2.1983 0.6530 0.5984  0.144
66 H 3.0273 -0.5328 -0.3680  0.054
67 H 0.1971 -0.3994 0.6048  0.109
68 H 1.2521 -1.7711 0.3921  0.088
69 H 0.4114 -0.6851 -2.2275  0.065
70 H 0.3444 -2.3302 -1.5901  0.103
71 H -1.8161 -2.1480 -0.9324  0.116
72 H -1.7155 -0.4447 -0.5031  0.103
73 H -3.0333 -0.3593 -2.4108  0.110
74 H -1.4641 -0.0731 -3.1167  0.098
75 H -1.7331 -2.9089 -3.1207  0.116
76 H -3.2951 -2.3045 -3.6439  0.116
77 H -1.8027 -0.7787 -5.2391  0.122
78 H -2.1295 -2.4589 -5.6563  0.128
79 H -0.1826 -1.0408 -6.6458  0.052
80 H 1.2929 -0.9827 -5.6412  0.048
81 H 0.8485 -2.4700 -6.5342  0.094
82 H 0.1090 1.3765 -0.8539  0.136
83 H 0.4536 1.7164 -2.5701  0.158
84 H -1.4529 3.1636 -0.8504  0.121
85 H -2.9368 4.9209 -1.7381  0.114
86 H -2.0238 6.7872 -3.0283  0.110
87 H 0.4161 6.9125 -3.4766  0.111
88 H 1.9158 5.1442 -2.5990  0.103
89 H 2.2885 2.8297 -3.1123  0.121
90 C 2.0598 -5.4771 -2.3770  -0.034
91 C 1.4193 -6.8439 -2.4910  -0.553
92 O 0.2776 -6.9830 -2.8889  0.040
93 N 2.1723 -7.9161 -2.1257  0.007
94 C 3.5341 -7.9321 -1.6315  -0.078
95 H 1.3335 -4.7380 -2.7045  0.071
96 H 2.3465 -5.2667 -1.3469  0.046
97 H 2.9459 -5.4064 -3.0093  0.082
98 H 1.6916 -8.7966 -2.2233  0.141
99 H 4.1799 -8.5147 -2.2906  0.084
100 H 3.5804 -8.3721 -0.6340  0.084
101 H 3.9246 -6.9211 -1.5770  0.066
102 C 0.4881 -3.4260 6.0170  0.003
103 C -0.3805 -3.1647 4.8171  -0.524
104 O -1.5737 -2.9378 4.9482  0.025
105 N 0.1941 -3.1649 3.5841  0.010
106 C 1.5824 -3.3956 3.2472  -0.081
107 H -0.1377 -3.3612 6.8974  0.042
108 H 0.9409 -4.4177 5.9914  0.095
109 H 1.2809 -2.6822 6.1071  0.094
110 H -0.4546 -2.9729 2.8372  0.132
111 H 2.0017 -2.5186 2.7469  0.067
112 H 1.6747 -4.2510 2.5742  0.082
113 H 2.1643 -3.5942 4.1406  0.076
114 C -0.2654 -1.7267 10.8757  -0.012
115 C -0.5619 -2.5431 9.6392  -0.548
116 O 0.1819 -3.4395 9.2642  0.014
117 N -1.6846 -2.2343 8.9417  0.021
118 C -2.6625 -1.1935 9.2071  -0.064
119 H 0.6602 -2.0944 11.3065  0.080
120 H -0.1502 -0.6711 10.6281  0.083
121 H -1.0646 -1.8260 11.6105  0.084
122 H -1.8337 -2.8134 8.1299  0.124
123 H -3.6509 -1.6285 9.3654  0.087
124 H -2.7234 -0.4996 8.3666  0.056
125 H -2.3863 -0.6394 10.0980  0.073
126 C -4.1713 -1.4849 5.6090  -0.011
127 C -4.4694 -0.1301 6.2064  -0.541
128 O -3.6041 0.5317 6.7666  0.000
129 N -5.7390 0.3373 6.1083  0.013
130 C -6.8917 -0.2971 5.4891  -0.075
131 H -3.1233 -1.7121 5.7584  0.042
132 H -4.7767 -2.2549 6.0910  0.091
133 H -4.3785 -1.4976 4.5384  0.087
134 H -5.8683 1.2444 6.5274  0.134
135 H -7.2959 0.3211 4.6909  0.059
136 H -7.6818 -0.4468 6.2274  0.086
137 H -6.6094 -1.2637 5.0843  0.070
138 C -10.0094 -1.1378 2.7699  -0.003
139 C -10.3016 0.2451 3.3062  -0.524
140 O -9.4302 0.9051 3.8685  -0.001
141 N -11.5451 0.7394 3.1230  0.027
142 C -12.6780 0.0856 2.4977  -0.064
143 H -8.9727 -1.3744 2.9886  0.074
144 H -10.6505 -1.8834 3.2407  0.086
145 H -10.1629 -1.1783 1.6914  0.087
146 H -11.6811 1.7003 3.4254  0.092
147 H -13.0005 0.6435 1.6179  0.088
148 H -13.5172 0.0278 3.1914  0.087
149 H -12.4150 -0.9214 2.1918  0.069
150 C 1.3082 0.3920 -8.8607  -0.008
151 C -0.1894 0.4714 -9.0715  -0.546
152 O -0.9664 0.5251 -8.1292  0.015
153 N -0.6413 0.4818 -10.3476  0.013
154 C 0.1279 0.4246 -11.5762  -0.071
155 H 1.4982 0.3955 -7.7920  0.064
156 H 1.7171 -0.5222 -9.2923  0.089
157 H 1.8067 1.2504 -9.3119  0.085
158 H -1.6455 0.5349 -10.4190  0.143
159 H -0.0505 1.3123 -12.1842  0.085
160 H -0.1472 -0.4528 -12.1623  0.086
161 H 1.1879 0.3690 -11.3539  0.070
162 C -11.1304 5.6931 4.7711  -0.005
163 C -11.1703 4.2089 4.5006  -0.533
164 O -11.9087 3.7220 3.6481  0.012
165 N -10.3692 3.4042 5.2264  0.018
166 C -9.4356 3.7373 6.2783  -0.065
167 H -11.8340 6.1781 4.1022  0.082
168 H -11.4129 5.9082 5.8019  0.085
169 H -10.1327 6.0950 4.5920  0.085
170 H -10.4330 2.4380 4.9364  0.094
171 H -8.4248 3.4345 5.9983  0.081
172 H -9.6991 3.2259 7.2055  0.085
173 H -9.4384 4.8071 6.4629  0.073

* lowest unoccupied orbital energy: -2.1 eV
* largest force on an atom: 0.02479 Eh/bohr
* HOMO level: -10.0 eV
* frontier orbital gap: 7.86 eV
* charge: +1
* multiplicity: 1